# 1
Density functional theory data (ωB97M-V/def2-TZVPD) for C24H53B3Cl4F4Li2N5Na2O17P2 as an isolated structure.

Structure (XYZ):
```
116
C24H53B3Cl4F4Li2N5Na2O17P2 | the OMol25 dataset | ωB97M-V/def2-TZVPD
C 1.19470 2.74878 -1.18756
C -0.28030 3.32475 -1.59148
B -1.25487 2.14722 -2.04518
O -1.28091 1.02474 -1.07776
P -2.44296 1.98345 -3.54378
N -3.63919 1.62292 -4.83526
C -3.68040 2.92645 -2.43343
C -4.80897 3.80934 -3.12876
C -6.21945 3.06933 -3.37700
C -7.12343 2.94740 -2.04958
C -7.11969 1.41562 -1.58052
O -8.48267 0.85503 -1.56389
C -8.51978 -0.19263 -0.59065
C -7.33922 -1.25803 -0.40577
O -9.52592 -0.24398 0.15129
N -1.23288 1.12594 -4.59765
C -0.10558 0.88983 -4.02778
O 0.72304 0.03302 -3.60595
B -2.97871 0.20829 -2.89642
O -3.95632 -0.10771 -1.87461
N -2.45400 -1.09602 -3.53667
C -2.09847 -2.08176 -2.43901
C -3.45609 -1.68893 -4.46005
P -1.74093 3.84087 -4.52357
O -2.30701 4.11326 -5.93483
O -2.03326 5.25841 -3.62026
O -0.02522 3.89568 -4.81113
H 1.66818 3.53098 -0.48333
H 1.13877 1.78257 -0.57906
H 1.79515 2.67574 -2.15229
H -0.69228 3.74907 -0.59217
H -0.09171 4.21357 -2.25413
H -1.42999 1.43761 -0.20020
H -4.36786 0.95889 -4.54406
H -4.04542 2.41015 -5.33918
H -3.02514 3.68758 -1.84357
H -4.18883 2.35485 -1.59408
H -5.05345 4.67069 -2.39245
H -4.53338 4.31497 -4.10954
H -6.80410 3.76180 -4.09671
H -6.14327 2.06425 -3.91093
H -6.80982 3.64997 -1.20959
H -8.20668 3.21252 -2.32975
H -6.48250 0.73473 -2.24222
H -6.62118 1.38875 -0.53921
H -6.91246 -1.54053 -1.43326
H -7.72089 -2.16877 0.15981
H -6.51855 -0.79225 0.25809
H -4.72725 -0.60380 -2.23820
H -2.93563 -2.83417 -2.24928
H -1.12487 -2.62532 -2.73875
H -1.87294 -1.56658 -1.44618
H -3.33617 -2.83579 -4.39056
H -4.54572 -1.39204 -4.26218
H -3.11742 -1.43025 -5.54218
H -2.38184 5.96932 -4.21365
H 0.07709 3.44453 -5.68737
C 2.13509 -7.23939 -0.56241
C 2.34637 -6.85178 -2.01293
O 1.60318 -5.66923 -2.34596
C 2.12902 -4.51146 -1.92370
O 3.15791 -4.37316 -1.30774
O 1.29008 -3.52076 -2.28700
C 1.67509 -2.23693 -1.82130
H 1.06877 -7.33110 -0.34112
H 2.62783 -8.18838 -0.34168
H 2.53522 -6.48163 0.11160
H 1.97055 -7.64810 -2.65811
H 3.40647 -6.72023 -2.24707
H 2.70634 -2.00362 -2.10589
H 1.55121 -2.18238 -0.73408
H 1.01587 -1.50008 -2.28259
Na 3.28249 -0.45888 -1.20719
C 3.01243 -4.15475 2.62279
Cl 3.65115 -2.55873 2.16535
Cl 1.39114 -4.36653 1.92214
Cl 4.09504 -5.42034 2.00887
Cl 2.91496 -4.26628 4.38860
Li -4.35645 -0.04208 -6.64389
C 1.89403 7.27759 1.52379
C 2.47187 5.93537 1.88248
O 1.76517 4.95571 2.08548
N 3.82667 5.82906 1.97917
C 4.82312 6.85939 1.77890
H 0.80681 7.20437 1.48500
H 2.16342 8.01743 2.28056
H 2.25408 7.59192 0.54177
H 4.13932 4.90024 2.22314
H 5.49039 6.54052 0.97498
H 5.40006 6.96303 2.70055
H 4.37886 7.81818 1.52092
N -4.39639 7.07735 -0.56603
O -4.67700 7.11058 -1.78180
O -4.53111 6.01029 0.07408
O -3.98462 8.09932 0.00670
Li -10.33186 1.66509 -2.15116
B 4.33075 -6.59142 6.93522
F 5.71432 -6.63719 6.59139
F 3.59186 -7.45067 6.05932
F 4.16030 -7.04059 8.29821
F 3.85229 -5.25520 6.81382
Na 4.05093 -9.05795 8.26982
O 11.21255 -3.49187 8.21644
C 10.00950 -3.59723 8.15572
O 9.45003 -4.65712 7.54760
C 8.04697 -4.96274 7.57693
C 7.29636 -4.19014 6.51264
C 9.11869 -2.50764 8.69015
H 7.63396 -4.81325 8.57743
H 7.96547 -6.03191 7.36724
H 7.36948 -3.11190 6.67037
H 6.24219 -4.46643 6.50827
H 7.71827 -4.39409 5.52501
H 9.04701 -1.71006 7.94897
H 9.56564 -2.11222 9.60424
H 8.11953 -2.84433 8.95934
```

Orbital gap (eV): 3.470
Total charge: +1
E (eV): -158809.58310

---

# 2
Density functional theory data (ωB97M-V/def2-TZVPD) for a 4-piece molecular cluster, C4H15NO4S2 overall.

Structure (XYZ):
```
26
C4H15NO4S2 | the OMol25 dataset | ωB97M-V/def2-TZVPD
C 0.53829 3.00627 0.06679
N 0.56735 1.83222 -0.64984
C 0.37591 0.55385 -0.15855
O 0.40658 -0.34742 -1.00638
C 0.42862 0.09977 1.28787
C 1.81674 -0.20242 1.83891
S 3.03734 -0.58241 0.53641
S 2.49535 -2.22878 -0.39659
H 1.31011 3.78237 0.03899
H 0.10094 2.84777 0.95999
H -0.19024 3.57132 -0.75423
H 0.45700 1.93608 -1.68409
H 0.02804 0.99745 1.86289
H -0.24849 -0.88730 1.30579
H 2.33793 0.53434 2.45233
H 1.74578 -1.04034 2.46804
H 1.78154 -2.10055 -1.48702
O -2.92404 -2.09388 -0.83678
H -2.90054 -2.81197 -0.22851
H -2.03992 -2.20141 -1.35381
O -0.65342 -2.31121 -2.14825
H -1.15261 -2.18554 -2.92429
H -0.35806 -1.60515 -1.59260
O -1.96249 0.64886 0.79721
H -2.39971 0.01625 0.18237
H -2.59799 0.77185 1.42334
```

Orbital gap (eV): 9.232
Total charge: 0
SMILES: CNC(=O)CCSS.O.O.O
E (eV): -35739.87992
Energy relative to the best compared isomer or geometry (same formula, charge and spin) (kJ/mol): 233.1

---

# 3
Density functional theory data (ωB97M-V/def2-TZVPD) for a 2-piece molecular cluster, C2BrCl5S overall.

Structure (XYZ):
```
9
C2BrCl5S | the OMol25 dataset | ωB97M-V/def2-TZVPD
C 0.46278 -1.20606 -0.06317
C -1.04879 0.96569 -0.03485
S 2.08225 -0.95963 0.46561
Cl -0.55196 -2.10956 1.09305
Cl -0.05825 -1.41935 -1.61035
Cl -0.58806 1.81560 -1.40743
Cl -2.48560 0.06174 0.01596
Cl -0.52071 1.77239 1.44624
Br 2.70836 1.07918 0.09494
```

Orbital gap (alpha / beta) (eV): 6.987 / 7.337
Total charge: 0
E (eV): -145560.54744
Energy relative to the best compared isomer or geometry (same formula, charge and spin) (kJ/mol): 227.2

---

# 4
Density functional theory data (ωB97M-V/def2-TZVPD) for the molecule C5H10N2.

Structure (XYZ):
```
17
C5H10N2 | the OMol25 dataset | ωB97M-V/def2-TZVPD
C -1.67562 -0.27075 -0.28734
C -0.34026 -0.69291 0.44558
C -1.89078 1.14697 -0.17553
C 0.78893 0.08343 -0.10151
C 1.98249 -0.81124 -0.41446
N 1.18133 1.18483 0.59249
N 0.71435 1.32218 -0.69140
H -1.42108 -0.56849 -1.31733
H -2.53272 -0.89382 0.28067
H -0.22839 -0.65641 1.56910
H -0.08162 -1.77028 0.17791
H -2.73110 1.61020 -0.82859
H -1.50041 1.57077 0.71012
H 2.85457 -0.15692 -0.74658
H 1.84024 -1.43204 -1.15460
H 2.30246 -1.33238 0.59417
H 0.73762 1.66686 1.34729
```

Orbital gap (alpha / beta) (eV): 8.350 / 9.195
Total charge: 0
E (eV): -8321.13044
Energy relative to the best compared isomer or geometry (same formula, charge and spin) (kJ/mol): 598.5

---

# 5
Density functional theory data (ωB97M-V/def2-TZVPD) for a 8-piece molecular cluster, C57H67BBr2F7N2O5P2S overall.

Structure (XYZ):
```
144
C57H67BBr2F7N2O5P2S | the OMol25 dataset | ωB97M-V/def2-TZVPD
C -2.94072 1.74875 -1.55544
C -3.29782 1.08801 -0.13916
O -2.79947 -0.27975 -0.07301
C -2.11548 -0.55239 1.08121
N -2.17855 -0.02236 2.28018
C -1.25081 -0.57235 3.34848
C -0.18255 0.50500 3.77325
S 0.29601 0.47378 5.55614
C 1.88406 1.39928 5.79075
C 3.19488 0.56772 5.47108
B -2.34349 -1.10767 4.44669
O -3.74574 -1.05715 4.11230
O -2.03319 -1.67292 5.70326
C -0.77482 -1.89466 2.52419
P 0.69976 -2.86952 3.23213
N 1.34452 -3.89362 2.22349
O 0.05865 -3.78051 4.54087
O 1.85077 -1.85103 3.90431
C -0.98001 -1.69077 0.96274
C 0.06706 -1.34417 -0.13403
Br 0.99578 -2.92154 -0.97273
C 1.19379 -0.27141 0.11280
C 2.43167 -0.70641 0.99964
Br 0.49070 1.55806 0.57732
P -2.07557 -3.13675 0.26719
C -1.40893 -4.80713 0.79527
C -3.80422 -3.05007 1.08944
C -4.46322 -4.50956 0.95391
H -3.76935 2.39788 -1.95228
H -2.69525 0.91205 -2.28445
H -2.02238 2.39911 -1.42576
H -4.43375 1.01597 -0.11349
H -2.89635 1.78213 0.65086
H -2.85076 0.73564 2.46436
H -0.53629 1.55516 3.50380
H 0.75066 0.33385 3.16394
H 1.91029 2.37719 5.21942
H 1.92955 1.66550 6.89531
H 3.25280 0.21696 4.39747
H 3.39855 -0.26982 6.21164
H 4.07067 1.29024 5.59628
H -4.07608 -1.96532 4.28524
H -1.08597 -1.89579 5.79576
H -1.61859 -2.62891 2.78860
H 1.23828 -4.86242 2.55447
H -0.90822 -3.64657 4.55865
H 2.67651 -2.37996 3.89738
H -0.52757 -0.93659 -1.01945
H 1.63664 -0.08763 -0.92105
H 3.38246 -0.38323 0.45970
H 2.48899 -0.18827 2.00852
H 2.53414 -1.81414 1.17048
H -0.33689 -5.00659 0.52665
H -1.54676 -5.05947 1.89682
H -2.02176 -5.58819 0.23366
H -4.45517 -2.25208 0.63198
H -3.72531 -2.86789 2.21538
H -5.56649 -4.52246 1.16969
H -4.21447 -5.00158 -0.04223
H -3.97322 -5.17663 1.73701
F -4.64785 -4.20664 6.85851
C -4.62470 -3.56291 8.04305
C -4.02512 -2.31812 8.12555
C -4.00484 -1.65051 9.34475
C -4.57504 -2.24100 10.46865
C -5.17014 -3.49488 10.37333
C -5.20057 -4.15848 9.15212
H -3.57994 -1.87929 7.24174
H -3.54479 -0.67196 9.41924
H -4.55507 -1.72174 11.42028
H -5.61027 -3.95549 11.24999
H -5.66735 -5.13142 9.05734
F -3.20476 1.72766 -5.24616
C -2.78241 2.99805 -5.40299
C -1.61719 3.40777 -4.77669
C -1.17781 4.71665 -4.94189
C -1.91531 5.60276 -5.72293
C -3.08698 5.18030 -6.34276
C -3.52116 3.86842 -6.18711
H -1.06089 2.70576 -4.16615
H -0.26737 5.04458 -4.46610
H -1.57422 6.62424 -5.84783
H -3.66210 5.87208 -6.94710
H -4.42618 3.51943 -6.66950
F 0.04364 4.98158 -2.47302
C 0.07986 5.61811 -1.29004
C 0.67287 6.86553 -1.20105
C 0.70140 7.51895 0.02592
C 0.14633 6.91224 1.14960
C -0.44203 5.65618 1.04629
C -0.48021 5.00785 -0.18270
H 1.10666 7.31776 -2.08467
H 1.15601 8.49914 0.10689
H 0.17315 7.42104 2.10661
H -0.87060 5.18253 1.92251
H -0.94181 4.03307 -0.28603
F 0.37594 6.09524 -8.30190
C 0.35065 4.94379 -8.99691
C -0.04711 3.77753 -8.36515
C -0.07831 2.58864 -9.08370
C 0.29889 2.57731 -10.42354
C 0.70140 3.75464 -11.04614
C 0.72250 4.94681 -10.33081
H -0.32945 3.80376 -7.31967
H -0.39420 1.67718 -8.60269
H 0.27855 1.64810 -10.98255
H 0.99883 3.74413 -12.08840
H 1.02468 5.87453 -10.80146
F 0.53541 0.18924 -7.61835
C -0.04296 -1.02438 -7.65651
C 0.66805 -2.10049 -8.16055
C 0.07087 -3.35521 -8.19492
C -1.23298 -3.51674 -7.73505
C -1.93811 -2.42671 -7.23574
C -1.33859 -1.17326 -7.19052
H 1.67885 -1.95355 -8.52151
H 0.62030 -4.20612 -8.58021
H -1.69917 -4.49521 -7.76658
H -2.95480 -2.55294 -6.88185
H -1.86974 -0.31433 -6.79676
F 4.78375 4.30819 5.11840
C 6.03736 3.95889 5.46188
C 6.72918 4.72711 6.38287
C 8.02212 4.36179 6.74012
C 8.61130 3.23943 6.16467
C 7.90744 2.47891 5.23724
C 6.61073 2.83731 4.88764
H 6.25729 5.60178 6.81388
H 8.57041 4.95122 7.46549
H 9.62128 2.95831 6.44102
H 8.36828 1.60750 4.78670
H 6.04424 2.25183 4.17325
F 5.66037 -6.05156 -4.33365
C 4.67099 -6.29846 -3.46297
C 4.45115 -7.59702 -3.03429
C 3.42857 -7.85146 -2.12793
C 2.63152 -6.80685 -1.66923
C 2.85977 -5.50835 -2.11139
C 3.88847 -5.25011 -3.00916
H 5.07666 -8.39809 -3.40874
H 3.25240 -8.86248 -1.77987
H 1.83098 -7.00721 -0.96522
H 2.23521 -4.69549 -1.75616
H 4.08585 -4.24341 -3.35735
```

Orbital gap (eV): 7.040
Total charge: +1
E (eV): -262604.31629

---

# 6
Density functional theory data (ωB97M-V/def2-TZVPD) for C2HI2N3 as an isolated structure.

Structure (XYZ):
```
8
C2HI2N3 | the OMol25 dataset | ωB97M-V/def2-TZVPD
C 1.39547 -0.18440 0.71104
C -1.76686 0.89413 -0.03240
N 1.99543 -0.99629 1.35196
N 0.74973 0.59858 0.07893
N -2.35086 0.42260 -0.93244
I 1.34717 -2.70982 2.00167
I 1.00690 1.97268 -1.35906
H -2.37698 0.00252 -1.81972
```

Orbital gap (eV): 7.746
Total charge: 0
E (eV): -22757.59275
Energy relative to the best compared isomer or geometry (same formula, charge and spin) (kJ/mol): 220.4

---

What did the second record say?
Density functional theory data (ωB97M-V/def2-TZVPD) for a 4-piece molecular cluster, C4H15NO4S2 overall.

Structure (XYZ):
```
26
C4H15NO4S2 | the OMol25 dataset | ωB97M-V/def2-TZVPD
C 0.53829 3.00627 0.06679
N 0.56735 1.83222 -0.64984
C 0.37591 0.55385 -0.15855
O 0.40658 -0.34742 -1.00638
C 0.42862 0.09977 1.28787
C 1.81674 -0.20242 1.83891
S 3.03734 -0.58241 0.53641
S 2.49535 -2.22878 -0.39659
H 1.31011 3.78237 0.03899
H 0.10094 2.84777 0.95999
H -0.19024 3.57132 -0.75423
H 0.45700 1.93608 -1.68409
H 0.02804 0.99745 1.86289
H -0.24849 -0.88730 1.30579
H 2.33793 0.53434 2.45233
H 1.74578 -1.04034 2.46804
H 1.78154 -2.10055 -1.48702
O -2.92404 -2.09388 -0.83678
H -2.90054 -2.81197 -0.22851
H -2.03992 -2.20141 -1.35381
O -0.65342 -2.31121 -2.14825
H -1.15261 -2.18554 -2.92429
H -0.35806 -1.60515 -1.59260
O -1.96249 0.64886 0.79721
H -2.39971 0.01625 0.18237
H -2.59799 0.77185 1.42334
```

Orbital gap (eV): 9.232
Total charge: 0
SMILES: CNC(=O)CCSS.O.O.O
E (eV): -35739.87992
Energy relative to the best compared isomer or geometry (same formula, charge and spin) (kJ/mol): 233.1